Below is a cluster of 2 separate species, C3H10NOSe in total in a non-equilibrium geometry, with properties calculated with ωB97M-V with the def2-TZVPD basis set.

Its total charge is +1. The orbital gap is 0.2929 hartree. As for the energy relative to the best compared isomer or geometry (same formula, charge and spin): 4.87 kcal per mole. The LUMO energy comes out at -5.117 eV.

Last columns: bonded neighbours and bond lengths (Å).
Atoms and positions in Å:
1 C 1.90581 1.19836 -1.74009  Se6 1.914, H7 1.094, H8 1.103, H9 1.061
2 C 0.20895 -0.98746 2.16875  C3 1.327, H10 1.110, H11 1.038
3 C -1.04547 -0.55910 2.22460  C2 1.327, O5 1.413, H12 1.067
4 N -0.71159 -0.09937 -1.42883  Se6 2.110, H13 1.032, H14 1.073, H15 1.007
5 O -1.75662 -0.28191 1.03569  C3 1.413, H16 0.935
6 Se 0.46291 1.38567 -0.49678  C1 1.914, N4 2.110
7 H 2.03387 0.24146 -2.25430  C1 1.094
8 H 2.02535 2.04314 -2.43887  C1 1.103
9 H 2.72051 1.48832 -1.12595  C1 1.061
10 H 0.93220 -1.30745 2.94706  C2 1.110
11 H 0.56525 -1.28773 1.24085  C2 1.038
12 H -1.59311 -0.42375 3.13061  C3 1.067
13 H -0.34355 -1.01588 -1.72932  N4 1.032
14 H -1.33915 -0.42256 -0.62123  N4 1.073
15 H -1.37869 0.38965 -2.00283  N4 1.007
16 H -2.68666 -0.36139 1.09062  O5 0.935

Below is the ion C6H12NO with charge +1, with properties calculated with ωB97M-V with the def2-TZVPD basis set.

Its total charge is +1. The orbital gap is 0.3516 hartree. As for the energy relative to the best compared isomer or geometry (same formula, charge and spin): 10.94 kcal per mole. The LUMO energy comes out at -3.703 eV. Its SMILES is C/C=C/C[C@H]([NH3+])C=O.

Last columns: bonded neighbours and bond lengths (Å).
Atoms and positions in Å:
1 C -3.11559 0.35175 -1.22871  C2 1.501, H9 1.087, H10 1.086, H11 1.086
2 C -1.97144 0.51286 -0.27134  C1 1.501, C3 1.321, H12 1.083
3 C -0.71499 0.60665 -0.66721  C2 1.321, C4 1.519, H13 1.090
4 C 0.50756 0.83366 0.20519  C3 1.519, C5 1.526, H14 1.086, H15 1.089
5 C 1.11018 -0.50803 0.61123  C4 1.526, N6 1.510, C7 1.523, H16 1.090
6 N 2.13826 -0.40746 1.71214  C5 1.510, H17 1.041, H18 1.022, H19 1.018
7 C 1.83478 -1.19160 -0.54100  C5 1.523, O8 1.201, H20 1.096
8 O 2.95301 -1.60388 -0.39377  C7 1.201
9 H -4.01835 -0.00835 -0.74254  C1 1.087
10 H -3.32486 1.30054 -1.71434  C1 1.086
11 H -2.91765 -0.33345 -2.04761  C1 1.086
12 H -2.23074 0.48530 0.77949  C2 1.083
13 H -0.52752 0.66149 -1.73956  C3 1.090
14 H 0.21693 1.39187 1.08992  C4 1.086
15 H 1.21161 1.44752 -0.35446  C4 1.089
16 H 0.31481 -1.14749 0.99268  C5 1.090
17 H 2.98822 -0.88035 1.34068  N6 1.041
18 H 2.42540 0.55986 1.87661  N6 1.022
19 H 1.82945 -0.83212 2.58449  N6 1.018
20 H 1.29092 -1.23875 -1.49188  C7 1.096